[1]
ORCA calculation (ωB97M-V/def2-TZVPD) on a cluster of 6 separate species, C18H46N3O5 in total at a distorted geometry.

Geometry (Å):
N -0.04 -0.23 1.08
H -0.12 -0.96 0.36
H -0.95 0.29 1.15
H 0.72 0.39 0.79
H 0.29 -0.70 1.94
C -1.81 0.93 -1.64
C -3.10 0.49 -0.94
C -3.42 -0.90 -1.51
C -4.39 -1.72 -0.67
C -3.92 -1.82 0.77
C -3.61 -0.44 1.37
N -2.82 0.38 0.48
O -2.30 1.55 1.04
C -2.88 -0.68 2.69
C -4.95 0.26 1.72
C -4.22 1.48 -1.30
H -1.95 0.76 -2.72
H -0.93 0.36 -1.38
H -1.62 1.99 -1.49
H -2.49 -1.48 -1.60
H -3.83 -0.81 -2.52
H -4.57 -2.70 -1.13
H -5.39 -1.29 -0.76
H -3.03 -2.45 0.81
H -4.69 -2.34 1.35
H -2.59 0.25 3.15
H -2.02 -1.34 2.50
H -3.51 -1.29 3.35
H -5.39 -0.20 2.62
H -5.74 0.14 0.97
H -4.86 1.32 1.95
H -3.89 2.51 -1.19
H -5.09 1.31 -0.67
H -4.57 1.33 -2.33
C 1.81 -0.13 -1.79
C 3.34 -0.26 -1.69
C 4.03 0.54 -2.80
C 3.89 2.02 -2.57
C 4.51 2.38 -1.23
C 3.98 1.53 -0.04
N 3.92 0.13 -0.43
O 3.41 -0.68 0.60
C 2.60 2.09 0.42
C 4.93 1.75 1.11
C 3.59 -1.74 -2.00
H 1.39 -0.64 -0.93
H 1.38 -0.68 -2.64
H 1.45 0.89 -1.83
H 3.63 0.25 -3.79
H 5.08 0.26 -2.92
H 2.84 2.35 -2.62
H 4.35 2.62 -3.37
H 4.19 3.40 -0.98
H 5.59 2.22 -1.34
H 1.86 2.34 -0.34
H 2.85 3.03 0.92
H 2.21 1.38 1.14
H 4.98 2.73 1.59
H 5.93 1.35 0.95
H 4.53 1.20 1.99
H 3.33 -1.91 -3.04
H 3.02 -2.41 -1.35
H 4.62 -2.04 -1.75
O -0.17 -2.71 -0.28
H 0.48 -2.95 -0.95
H -0.85 -3.39 -0.33
O -0.33 -0.29 4.97
H -0.05 -0.92 4.28
H -1.13 -0.68 5.34
O 0.67 -2.12 3.05
H 0.34 -3.00 2.83
H 1.47 -2.28 3.58

Calculated values
- Kohn-Sham gap: 4.353 eV
- Spin multiplicity: 1
- Lowest unoccupied orbital energy: 2.06 eV
- Relative energy (zero: lowest compared OMol25 entry of this formula, charge and spin): 0.0 kJ/mol
- Charge: -1

Results of the Löwdin charge analysis, in e, for atoms 1 through 2:
1 N 0.28
2 H 0.06


[2]
ORCA calculation (ωB97M-V/def2-TZVPD) on a structure of composition C18H47GaNO5P2 at a distorted geometry.

Geometry (Å):
O 1.02 5.71 0.87
N 1.78 4.74 0.74
O 2.76 5.03 -0.15
Ga 4.28 5.79 0.72
P 5.06 7.63 -0.54
P 3.77 7.65 -2.31
O 3.88 8.97 -3.17
O 4.19 6.18 -3.23
O 2.11 7.58 -1.70
H 3.91 6.17 2.24
H 5.48 4.73 0.74
H 4.90 8.82 0.26
H 5.16 6.03 -2.95
H 2.18 7.83 -0.73
C 1.31 2.43 3.42
C 1.34 1.38 2.33
C -0.04 0.84 1.95
C -0.79 0.12 3.08
C -0.06 -1.07 3.69
C 0.20 -2.20 2.70
H 0.91 2.03 4.36
H 2.32 2.81 3.62
H 0.69 3.28 3.12
H 2.00 0.56 2.63
H 1.80 1.82 1.43
H 0.06 0.17 1.09
H -0.66 1.68 1.60
H -1.76 -0.22 2.69
H -1.02 0.84 3.88
H -0.67 -1.47 4.51
H 0.89 -0.76 4.14
H -0.74 -2.56 2.27
H 0.69 -3.04 3.20
H 0.85 -1.87 1.88
C -2.91 -2.45 0.14
C -3.38 -1.02 -0.04
C -4.54 -0.64 0.89
C -5.83 -1.43 0.67
C -6.42 -1.37 -0.74
C -6.82 0.03 -1.16
H -3.70 -3.17 -0.10
H -2.06 -2.66 -0.51
H -2.60 -2.63 1.18
H -3.65 -0.85 -1.08
H -2.54 -0.35 0.17
H -4.75 0.43 0.77
H -4.22 -0.77 1.93
H -6.59 -1.07 1.38
H -5.66 -2.48 0.93
H -7.30 -2.02 -0.78
H -5.71 -1.78 -1.47
H -7.57 0.45 -0.47
H -7.26 0.01 -2.16
H -5.97 0.71 -1.19
C 1.03 -1.75 -1.35
C 0.73 -3.21 -1.66
C 1.86 -4.16 -1.26
C 3.19 -3.94 -1.99
C 3.13 -4.02 -3.52
C 2.70 -5.39 -4.02
H 1.90 -1.39 -1.91
H 0.17 -1.13 -1.62
H 1.23 -1.61 -0.29
H 0.49 -3.32 -2.73
H -0.18 -3.50 -1.12
H 1.53 -5.19 -1.42
H 2.04 -4.07 -0.18
H 3.92 -4.68 -1.62
H 3.60 -2.96 -1.71
H 4.12 -3.80 -3.92
H 2.45 -3.26 -3.92
H 3.39 -6.17 -3.67
H 2.70 -5.41 -5.12
H 1.69 -5.65 -3.69

Calculated values
- Kohn-Sham gap: 7.920 eV
- Spin multiplicity: 1
- Lowest unoccupied orbital energy: 2.28 eV
- Charge: -1

Results of the Löwdin charge analysis, in e, for atoms 1 through 2:
1 O -0.09
2 N -0.15


[3]
ORCA calculation (ωB97M-V/def2-TZVPD) on a cluster of 10 separate species, C18H48BF4N2O7 in total at a distorted geometry.

Geometry (Å):
B 0.50 0.76 0.04
F 0.67 2.12 0.26
F 1.60 0.17 -0.60
F 0.38 0.15 1.36
F -0.66 0.47 -0.43
C -3.61 1.73 1.22
C -4.45 0.82 2.22
N -5.14 0.08 2.74
H -3.31 1.31 0.36
H -4.26 2.57 0.71
H -2.64 1.94 1.67
C 3.18 -1.55 2.08
C 3.01 -0.47 3.24
N 2.87 0.27 4.08
H 3.83 -2.40 2.48
H 2.16 -1.78 1.69
H 3.84 -1.15 1.31
C -3.17 -2.71 -0.71
C -2.89 -1.63 -1.89
O -3.03 -0.42 -1.54
H -3.10 -3.78 -0.85
H -4.24 -2.36 -0.32
H -2.44 -2.52 0.05
H -3.69 -2.00 -2.53
H -1.93 -1.82 -2.56
H -2.22 -0.13 -1.15
C 5.19 2.96 -1.21
C 3.91 2.01 -1.24
O 2.83 2.79 -1.52
H 5.07 3.78 -0.38
H 5.58 3.49 -2.22
H 6.20 2.45 -0.97
H 3.89 1.35 -0.38
H 4.25 1.40 -2.11
H 2.23 2.39 -0.85
C -1.16 3.40 -2.30
C -1.19 4.63 -1.27
O -1.43 4.11 0.08
H -2.17 2.67 -2.18
H -0.37 2.80 -1.98
H -0.94 3.77 -3.40
H -2.02 5.23 -1.51
H -0.19 5.18 -1.19
H -0.66 3.58 0.42
C -0.13 2.12 3.62
C -1.06 1.76 4.78
O -2.01 2.80 4.92
H 0.62 1.41 3.58
H 0.13 3.07 3.88
H -0.79 2.03 2.55
H -0.47 1.84 5.82
H -1.50 0.78 4.58
H -2.46 2.34 5.58
C 0.18 -0.95 -5.10
C 0.31 -0.23 -3.75
O 1.64 -0.14 -3.41
H 0.83 -0.42 -5.73
H -0.89 -0.83 -5.60
H 0.68 -1.92 -5.12
H -0.48 -0.60 -2.99
H -0.17 0.97 -3.90
H 1.81 -0.07 -2.53
C 0.93 -5.05 -1.57
C 0.96 -3.47 -1.62
O 1.87 -2.99 -0.62
H 2.03 -5.44 -1.83
H 0.15 -5.36 -2.18
H 0.78 -5.43 -0.56
H -0.02 -2.99 -1.56
H 1.28 -3.33 -2.56
H 1.95 -2.17 -1.07
C -0.60 -3.45 2.27
C -1.21 -2.21 2.94
O -0.07 -1.33 3.47
H -1.52 -3.99 2.05
H 0.19 -3.87 2.64
H -0.06 -3.17 1.43
H -1.37 -2.58 3.81
H -2.11 -1.87 2.47
H 0.27 -0.92 2.62

Calculated values
- Kohn-Sham gap: 9.889 eV
- Spin multiplicity: 1
- Lowest unoccupied orbital energy: 2.65 eV
- Relative energy (zero: lowest compared OMol25 entry of this formula, charge and spin): 70.5 kJ/mol
- Charge: -1

Results of the Löwdin charge analysis, in e, for atoms 1 through 2:
1 B -1.34
2 F 0.14